Molecular formula: C36H72NO17S
Method: DFT, wB97M-V/def2-TZVPD

Last columns: bonded neighbours and bond lengths (Å).
Atoms and positions in Å:
1 C 0.7252 -2.1587 -0.0578  C2 1.542, H21 1.085, H22 1.091, H23 1.087
2 C 1.1640 -1.0821 -1.0715  C1 1.542, C3 1.525, C4 1.540, H24 1.091
3 C 0.6697 -1.4189 -2.4739  C2 1.525, H25 1.085, H26 1.090, H27 1.088
4 C 0.8390 0.3515 -0.6128  C2 1.540, C5 1.525, H28 1.091, H29 1.091
5 C -0.5776 0.8695 -0.8342  C4 1.525, C6 1.536, C7 1.520, H30 1.087
6 C -0.5779 2.3952 -0.6590  C5 1.536, H31 1.089, H32 1.086, H33 1.087
7 C -1.5529 0.2667 0.1637  C5 1.520, O8 1.420, H34 1.093, H35 1.087
8 O -2.8876 0.6949 -0.0616  C7 1.420, C9 1.417
9 C -3.8420 -0.2741 -0.4590  O8 1.417, S10 1.833, C11 1.525, C20 1.524
10 S -3.2868 -1.1652 -1.9614  C9 1.833, H36 1.339
11 C -4.0642 -1.2848 0.6614  C9 1.525, C12 1.534, H37 1.090, H38 1.088
12 C -5.3753 -2.0811 0.6302  C11 1.534, C13 1.533, C14 1.533, N15 1.493
13 C -5.3280 -3.2557 -0.3533  C12 1.533, H39 1.079, H40 1.088, H41 1.086
14 C -5.5523 -2.7040 2.0193  C12 1.533, H42 1.083, H43 1.084, H44 1.088
15 N -6.5341 -1.1732 0.3807  C12 1.493, O16 1.279, C17 1.491
16 O -7.0463 -0.6727 1.4404  N15 1.279
17 C -6.4345 -0.2232 -0.7641  N15 1.491, C18 1.534, C19 1.548, C20 1.538
18 C -7.5413 0.8271 -0.6066  C17 1.534, H45 1.083, H46 1.090, H47 1.085
19 C -6.7082 -0.9316 -2.1126  C17 1.548, H48 1.086, H49 1.082, H50 1.081
20 C -5.1025 0.5445 -0.7094  C9 1.524, C17 1.538, H51 1.088, H52 1.087
21 H 1.4627 -2.9504 0.0170  C1 1.085
22 H -0.2172 -2.6047 -0.3779  C1 1.091
23 H 0.5523 -1.7138 0.9184  C1 1.087
24 H 2.2527 -1.1316 -1.1181  C2 1.091
25 H -0.3802 -1.1842 -2.6184  C3 1.085
26 H 0.7742 -2.4918 -2.6316  C3 1.090
27 H 1.2753 -0.9319 -3.2355  C3 1.088
28 H 1.5194 1.0275 -1.1325  C4 1.091
29 H 1.0947 0.4231 0.4458  C4 1.091
30 H -0.9130 0.6799 -1.8507  C5 1.087
31 H -0.0689 2.8498 -1.5081  C6 1.089
32 H -1.5935 2.7801 -0.6453  C6 1.086
33 H -0.0495 2.6797 0.2479  C6 1.087
34 H -1.2635 0.6474 1.1470  C7 1.093
35 H -1.4622 -0.8152 0.2103  C7 1.087
36 H -3.4691 -0.2017 -2.8733  S10 1.339
37 H -3.2405 -1.9985 0.6733  C11 1.090
38 H -4.0021 -0.7294 1.5946  C11 1.088
39 H -5.1794 -2.9617 -1.3811  C13 1.079
40 H -6.2477 -3.8291 -0.2552  C13 1.088
41 H -4.5155 -3.9091 -0.0502  C13 1.086
42 H -5.3966 -1.9835 2.8125  C14 1.083
43 H -6.5237 -3.1762 2.1124  C14 1.084
44 H -4.7877 -3.4710 2.1283  C14 1.088
45 H -7.3577 1.5142 0.2105  C18 1.083
46 H -7.5705 1.4125 -1.5253  C18 1.090
47 H -8.5064 0.3436 -0.5012  C18 1.085
48 H -7.6776 -0.6160 -2.4871  C19 1.086
49 H -5.9806 -0.6462 -2.8611  C19 1.082
50 H -6.7532 -2.0079 -2.0182  C19 1.081
51 H -4.9871 1.0797 -1.6499  C20 1.088
52 H -5.1851 1.3030 0.0651  C20 1.087
53 C -8.6589 -1.8034 4.8302  C54 1.512, H60 1.091, H61 1.090, H62 1.089
54 C -7.7635 -0.5870 4.7570  C53 1.512, O55 1.440, H63 1.087, H64 1.088
55 O -7.6429 0.0705 6.0324  C54 1.440, C56 1.328
56 C -6.8292 -0.5164 6.9028  O55 1.328, O57 1.205, O58 1.336
57 O -6.1707 -1.5069 6.7128  C56 1.205
58 O -6.8575 0.1876 8.0374  C56 1.336, C59 1.429
59 C -6.0601 -0.3589 9.0893  O58 1.429, H65 1.088, H66 1.089, H67 1.086
60 H -9.6358 -1.5334 5.2340  C53 1.091
61 H -8.7953 -2.2206 3.8326  C53 1.090
62 H -8.2293 -2.5722 5.4712  C53 1.089
63 H -8.1927 0.1593 4.0931  C54 1.087
64 H -6.7750 -0.8388 4.3775  C54 1.088
65 H -5.0337 -0.5086 8.7621  C59 1.088
66 H -6.4800 -1.3036 9.4311  C59 1.089
67 H -6.0867 0.3665 9.8969  C59 1.086
68 C -8.9349 7.6728 0.2394  C69 1.513, H75 1.091, H76 1.090, H77 1.089
69 C -9.0264 6.9423 -1.0824  C68 1.513, O70 1.437, H78 1.088, H79 1.090
70 O -7.7321 6.5658 -1.5805  C69 1.437, C71 1.331
71 C -7.1831 5.5037 -0.9960  O70 1.331, O72 1.204, O73 1.334
72 O -7.6798 4.8297 -0.1310  C71 1.204
73 O -5.9822 5.3041 -1.5416  C71 1.334, C74 1.429
74 C -5.2535 4.2197 -0.9617  O73 1.429, H80 1.086, H81 1.089, H82 1.086
75 H -8.2743 8.5362 0.1515  C68 1.091
76 H -9.9223 8.0193 0.5438  C68 1.090
77 H -8.5430 7.0242 1.0211  C68 1.089
78 H -9.4389 7.5944 -1.8496  C69 1.088
79 H -9.6601 6.0588 -1.0109  C69 1.090
80 H -5.8462 3.3094 -0.9709  C74 1.086
81 H -4.9611 4.4624 0.0590  C74 1.089
82 H -4.3629 4.0823 -1.5686  C74 1.086
83 C 8.3380 0.3680 -2.9849  C84 1.511, H90 1.091, H91 1.090, H92 1.089
84 C 7.1650 -0.4097 -2.4351  C83 1.511, O85 1.439, H93 1.087, H94 1.090
85 O 6.0631 0.4492 -2.0888  C84 1.439, C86 1.330
86 C 5.3305 0.8835 -3.1100  O85 1.330, O87 1.203, O88 1.336
87 O 5.4765 0.5971 -4.2693  C86 1.203
88 O 4.3872 1.6956 -2.6241  C86 1.336, C89 1.429
89 C 3.5438 2.2785 -3.6189  O88 1.429, H95 1.088, H96 1.089, H97 1.087
90 H 8.6321 1.1448 -2.2774  C83 1.091
91 H 9.1860 -0.2977 -3.1437  C83 1.090
92 H 8.0916 0.8463 -3.9319  C83 1.089
93 H 7.4493 -0.8903 -1.5020  C84 1.087
94 H 6.8295 -1.1820 -3.1268  C84 1.090
95 H 3.0998 1.5122 -4.2508  C89 1.088
96 H 4.1022 2.9838 -4.2321  C89 1.089
97 H 2.7582 2.8055 -3.0843  C89 1.087
98 C 12.2372 1.0380 2.0311  C99 1.513, H105 1.091, H106 1.090, H107 1.089
99 C 11.0342 0.2156 2.4382  C98 1.513, O100 1.437, H108 1.088, H109 1.090
100 O 9.8930 1.0381 2.7308  C99 1.437, C101 1.331
101 C 9.2453 1.5152 1.6704  O100 1.331, O102 1.204, O103 1.332
102 O 9.5070 1.2914 0.5162  C101 1.204
103 O 8.2404 2.2749 2.1022  C101 1.332, C104 1.432
104 C 7.4656 2.8774 1.0595  O103 1.432, H110 1.088, H111 1.089, H112 1.086
105 H 12.4660 1.7805 2.7963  C98 1.091
106 H 13.1053 0.3916 1.9023  C98 1.090
107 H 12.0570 1.5615 1.0937  C98 1.089
108 H 11.2347 -0.3189 3.3644  C99 1.088
109 H 10.7702 -0.5158 1.6744  C99 1.090
110 H 7.0967 2.1273 0.3630  C104 1.088
111 H 8.0613 3.6171 0.5272  C104 1.089
112 H 6.6290 3.3654 1.5500  C104 1.086
113 C 9.9092 -6.5215 -4.6620  C114 1.513, H120 1.091, H121 1.090, H122 1.089
114 C 10.9708 -5.6863 -3.9805  C113 1.513, O115 1.437, H123 1.088, H124 1.090
115 O 10.4166 -4.5173 -3.3548  C114 1.437, C116 1.331
116 C 9.7968 -4.7287 -2.1964  O115 1.331, O117 1.203, O118 1.335
117 O 9.6906 -5.7821 -1.6247  C116 1.203
118 O 9.3124 -3.5608 -1.7692  C116 1.335, C119 1.429
119 C 8.5695 -3.6391 -0.5515  O118 1.429, H125 1.088, H126 1.089, H127 1.086
120 H 9.3481 -5.9154 -5.3742  C113 1.091
121 H 10.3727 -7.3493 -5.1985  C113 1.090
122 H 9.2067 -6.9319 -3.9385  C113 1.089
123 H 11.6779 -5.2996 -4.7114  C114 1.088
124 H 11.5267 -6.2648 -3.2431  C114 1.090
125 H 9.1470 -4.1147 0.2379  C119 1.088
126 H 7.6408 -4.1857 -0.7091  C119 1.089
127 H 8.3415 -2.6163 -0.2663  C119 1.086

Results
HOMO-LUMO gap (alpha / beta) in eV: 8.79 / 9.82
<S²>: 0.7542
2S+1: 2
Maximum force in eV/Å: 0.9